No. 1
Entry from the Open Molecules 2025 dataset: a molecular structure, C30H31IrN3O3P (the ωB97M-V functional and the def2-TZVPD basis).

XYZ file:
```
69
Properties=species:S:1:pos:R:3:forces:R:3
Ir 0.071 0.573 0.281 -0.1 0.3 0.0
O -0.275 -3.335 1.858 0.0 -0.4 0.3
C 0.116 -2.225 1.545 0.0 0.8 -0.6
N -0.545 -1.403 0.669 0.5 -0.2 0.5
C -1.793 -1.993 0.268 0.2 -0.2 0.2
C -2.674 -1.048 -0.437 -0.5 0.4 -0.5
C -3.918 -1.465 -0.911 0.0 -0.1 0.0
C -4.742 -0.556 -1.541 -0.2 -0.5 0.0
C -4.318 0.748 -1.680 0.1 0.4 -0.1
C -3.076 1.081 -1.193 0.3 0.1 0.2
N -2.262 0.205 -0.592 -0.1 0.0 -0.1
C 1.393 -1.670 2.113 -0.1 -0.1 0.0
C 2.165 -2.458 2.952 0.3 0.2 0.1
C 3.360 -1.927 3.424 -0.1 0.2 -0.1
C 3.734 -0.649 3.014 -0.1 -0.3 0.1
C 2.897 0.057 2.169 0.1 0.0 0.1
N 1.740 -0.439 1.752 -0.3 -0.2 -0.1
H -2.324 -2.354 1.153 -0.1 -0.1 0.0
H -1.623 -2.876 -0.353 0.0 -0.1 -0.1
H -4.212 -2.499 -0.771 0.0 0.0 0.0
H -5.710 -0.861 -1.921 0.0 0.0 0.0
H -4.932 1.501 -2.158 0.0 0.0 0.0
H -2.692 2.087 -1.277 -0.2 0.0 0.1
H 1.813 -3.448 3.199 0.0 0.0 0.0
H 3.997 -2.499 4.089 0.0 0.0 0.0
H 4.663 -0.198 3.331 0.0 0.0 0.0
H 3.176 1.029 1.791 0.0 0.1 0.0
O 3.677 2.568 -0.614 0.1 0.0 0.0
C 2.542 2.188 -0.798 -0.5 0.2 0.0
O 2.076 1.014 -0.474 0.2 0.2 0.0
C 1.492 3.131 -1.443 0.1 -0.4 0.2
P 0.070 2.073 -1.874 0.1 0.0 0.1
C 0.629 1.121 -3.315 0.1 0.1 -0.1
C 0.409 -0.250 -3.333 -0.1 -0.1 0.0
C 0.837 -1.017 -4.410 0.0 -0.1 0.1
C 1.491 -0.414 -5.471 0.1 0.1 -0.1
C 1.720 0.960 -5.460 0.0 -0.1 0.0
C 1.293 1.723 -4.387 -0.1 0.1 0.0
C -1.150 3.245 -2.560 0.1 0.2 0.0
C -1.748 3.068 -3.802 0.0 -0.3 -0.2
C -2.736 3.938 -4.244 0.0 0.0 -0.1
C -3.136 5.005 -3.456 0.0 0.0 0.0
C -2.538 5.200 -2.215 0.0 0.0 0.0
C -1.560 4.325 -1.774 0.0 0.1 0.0
H 1.914 3.678 -2.281 0.1 0.0 -0.1
H 1.180 3.871 -0.703 0.0 0.0 0.1
H -0.093 -0.721 -2.492 0.1 0.0 0.0
H 0.667 -2.088 -4.410 0.0 0.1 0.0
H 1.830 -1.014 -6.308 0.0 0.0 0.0
H 2.236 1.437 -6.285 0.0 -0.1 0.0
H 1.471 2.796 -4.391 0.0 -0.1 0.0
H -1.453 2.236 -4.438 0.0 0.1 0.1
H -3.195 3.773 -5.212 0.0 0.0 0.0
H -3.907 5.683 -3.804 0.1 0.0 0.0
H -2.837 6.033 -1.589 0.0 -0.1 0.0
H -1.120 4.490 -0.801 0.1 0.0 0.1
C 1.069 3.218 2.445 0.3 0.1 0.1
C -0.403 3.185 2.054 0.2 -0.1 0.0
C -1.250 3.922 3.091 0.0 0.0 0.1
C -0.887 1.761 1.849 -0.4 -0.2 0.1
H 1.722 2.779 1.680 -0.2 0.1 0.1
H 1.229 2.646 3.368 0.0 0.1 -0.1
H 1.412 4.243 2.629 0.0 -0.1 0.0
H -0.517 3.715 1.110 0.0 0.2 -0.3
H -0.923 4.960 3.217 0.0 -0.1 0.0
H -1.172 3.427 4.066 0.0 0.0 -0.1
H -2.307 3.931 2.811 0.1 0.0 0.0
H -1.966 1.769 1.637 0.2 0.0 0.0
H -0.756 1.209 2.792 0.0 0.0 -0.1
```
Forces are in eV/Å.

Results
- Multiplicity: 5
- ΔE to the lowest compared entry with this formula, charge and spin: 7.5 kcal/mol
- LUMO (alpha / beta): 0.425 / -0.851 eV
- Charge: 0
- Orbital gap (alpha / beta): 6.96 / 8.04 eV
- <S²>: 6.011

natural (NBO) atomic charge list, values in e, 4 entries:
1. Ir 1.361
2. O -0.631
3. C 0.624
4. N -0.700



No. 2
Entry from the Open Molecules 2025 dataset: 2 unconnected molecules or ions with the total composition C4H9O2 (the ωB97M-V functional and the def2-TZVPD basis).

XYZ file:
```
15
Properties=species:S:1:pos:R:3:forces:R:3
C 2.341 0.123 -0.093 -3.6 -0.6 0.4
C 1.618 -1.124 0.714 2.2 2.2 -0.2
O 0.745 -0.798 1.513 -1.2 0.5 0.7
O 2.124 -2.210 0.503 0.5 -2.2 -0.7
H 1.433 0.477 -0.645 0.8 -0.1 -0.2
H 3.072 -0.235 -0.797 0.7 0.3 0.1
H 2.474 0.964 0.594 0.9 -0.3 -0.1
C -1.515 0.847 -0.826 1.3 0.7 5.6
C -1.971 -0.160 0.341 2.6 2.7 1.1
H -1.279 0.252 -1.583 0.9 -2.0 -3.8
H -2.237 1.575 -0.988 -1.7 1.0 -0.8
H -0.613 1.464 -0.526 -0.7 -1.0 -0.2
H -2.288 0.495 1.249 0.5 -1.6 -1.3
H -1.186 -0.935 0.592 -0.5 1.6 0.1
H -2.717 -0.736 -0.049 -2.8 -1.2 -0.8
```
Forces are in eV/Å.

Results
- Multiplicity: 1
- ΔE to the lowest compared entry with this formula, charge and spin: 28.3 kcal/mol
- LUMO: 4.006 eV
- Charge: -1
- Orbital gap: 7.72 eV

natural (NBO) atomic charge list, values in e, 4 entries:
1. C -0.798
2. C 0.796
3. O -0.799
4. O -0.780



No. 3
Entry from the Open Molecules 2025 dataset: 10 unconnected molecules or ions with the total composition C26H70NO9 (the ωB97M-V functional and the def2-TZVPD basis).

XYZ file:
```
106
Properties=species:S:1:pos:R:3:forces:R:3
C 1.628 2.950 -2.352 -0.1 -0.4 0.2
C 2.092 1.615 -1.736 0.0 0.1 0.6
C 1.985 1.580 -0.191 0.1 -0.2 -0.5
C 2.907 0.544 0.474 -0.5 -0.5 0.6
C 3.284 0.806 1.949 0.0 0.3 0.8
N 4.771 1.049 1.981 0.1 -0.3 -1.2
C 5.302 2.062 1.430 -0.3 0.1 0.6
C 4.617 3.394 1.176 0.1 0.3 0.1
C 6.769 2.019 1.038 0.0 0.2 0.7
H 1.424 3.677 -1.561 -0.1 0.0 -0.2
H 2.383 3.393 -3.006 -0.1 0.0 0.0
H 0.719 2.780 -2.937 0.0 0.3 0.0
H 1.457 0.793 -2.072 0.4 0.1 -0.4
H 3.122 1.391 -2.030 -0.1 0.0 0.0
H 2.134 2.578 0.236 0.0 -0.1 0.0
H 0.962 1.249 0.032 0.0 0.5 0.3
H 2.333 -0.393 0.511 0.2 -0.1 -0.6
H 3.783 0.341 -0.154 0.1 0.2 0.1
H 2.746 1.713 2.282 0.1 0.1 -0.2
H 5.178 4.141 1.755 0.0 0.1 -0.1
H 3.591 3.408 1.547 0.1 -0.2 -0.2
H 4.641 3.733 0.134 0.0 -0.2 0.0
H 7.266 1.258 1.641 0.0 -0.1 -0.2
H 7.279 2.974 1.218 -0.1 0.0 -0.1
H 6.849 1.780 -0.026 0.1 0.0 0.0
C 0.039 -2.741 3.472 0.0 0.0 0.0
C 0.430 -2.317 2.066 0.3 0.2 0.1
O 0.480 -0.916 1.919 -0.5 0.1 0.2
H -0.934 -2.321 3.736 0.0 0.0 0.0
H -0.015 -3.829 3.559 0.0 0.0 0.0
H 0.770 -2.371 4.193 0.0 0.0 0.0
H -0.308 -2.677 1.348 0.0 0.0 -0.1
H 1.403 -2.753 1.804 0.0 -0.1 0.0
H 1.187 -0.545 2.492 0.4 0.0 -0.4
C -1.802 0.388 -0.644 -0.2 0.2 0.1
C -1.603 0.968 -2.029 0.3 0.0 -0.1
O -1.776 2.389 -2.076 -0.2 -0.2 0.2
H -2.802 0.635 -0.269 0.0 0.0 0.0
H -1.688 -0.697 -0.656 0.0 0.0 0.0
H -1.076 0.796 0.062 0.0 -0.1 0.0
H -2.327 0.558 -2.726 0.0 -0.1 0.0
H -0.604 0.709 -2.390 0.0 0.0 -0.1
H -1.122 2.768 -1.480 0.1 0.1 0.0
C 0.902 3.769 5.221 -0.1 -0.1 -0.1
C 1.676 4.179 3.983 -0.1 0.1 -0.1
O 0.941 3.920 2.789 0.1 0.1 -0.1
H 0.660 2.708 5.169 0.0 0.0 0.0
H 1.482 3.954 6.127 0.0 0.0 0.0
H -0.036 4.326 5.294 0.0 0.0 0.0
H 2.600 3.607 3.901 0.0 -0.1 -0.1
H 1.935 5.245 4.021 0.1 0.0 0.1
H 0.123 4.424 2.833 -0.1 0.0 0.0
C -0.744 -3.235 -1.837 0.0 0.1 -0.1
C 0.672 -2.828 -2.202 0.0 0.1 0.1
O 0.864 -1.420 -2.142 -0.2 -0.2 0.0
H -1.460 -2.747 -2.501 0.0 0.0 0.0
H -0.871 -4.317 -1.913 0.0 0.0 0.0
H -0.979 -2.932 -0.816 0.0 0.0 0.1
H 0.893 -3.122 -3.229 0.0 0.0 0.0
H 1.393 -3.326 -1.544 0.0 -0.1 0.0
H 0.699 -1.139 -1.232 0.2 0.0 0.0
C -6.852 1.227 -3.553 0.1 0.0 -0.1
C -5.893 0.319 -2.805 0.1 0.1 0.0
O -4.566 0.402 -3.303 -0.2 0.0 -0.1
H -6.853 0.981 -4.616 0.0 0.0 0.0
H -7.868 1.129 -3.169 0.0 0.0 0.0
H -6.548 2.272 -3.453 0.0 0.0 0.0
H -6.188 -0.724 -2.917 0.0 0.0 0.0
H -5.905 0.562 -1.736 -0.1 -0.1 0.0
H -4.263 1.311 -3.201 0.1 0.0 0.0
C -4.966 -0.893 2.874 -0.1 -0.1 -0.1
C -3.665 -1.554 2.459 0.1 0.1 0.0
O -3.761 -2.185 1.185 -0.1 -0.1 0.1
H -5.777 -1.623 2.888 0.0 0.0 0.0
H -4.880 -0.445 3.865 0.0 0.0 0.0
H -5.239 -0.106 2.166 0.0 0.0 0.0
H -3.400 -2.345 3.161 0.0 0.0 0.0
H -2.851 -0.823 2.454 0.1 -0.1 0.0
H -3.971 -1.505 0.538 0.1 0.0 -0.1
C 2.939 -5.674 -5.430 -0.1 0.0 0.0
C 2.660 -6.025 -3.981 0.0 -0.1 -0.1
O 1.269 -6.183 -3.721 0.0 0.1 0.1
H 2.417 -4.756 -5.702 0.0 0.0 0.0
H 4.007 -5.532 -5.600 0.0 0.0 0.0
H 2.590 -6.468 -6.095 0.0 0.0 0.0
H 2.994 -5.226 -3.321 0.0 0.0 0.0
H 3.195 -6.940 -3.703 0.1 0.0 0.0
H 0.935 -6.893 -4.274 0.0 -0.1 -0.1
C 3.356 6.685 -0.641 -0.1 -0.1 0.0
C 1.907 7.028 -0.932 0.0 0.0 0.2
O 1.051 5.900 -0.813 -0.1 0.2 0.0
H 3.704 5.901 -1.314 0.0 0.0 0.0
H 4.003 7.557 -0.751 0.0 0.0 0.0
H 3.449 6.305 0.378 0.1 0.0 0.0
H 1.784 7.388 -1.953 0.0 0.0 0.0
H 1.569 7.820 -0.251 0.0 0.1 -0.1
H 1.133 5.546 0.079 0.1 -0.1 0.0
C -4.723 -6.133 1.369 0.1 0.0 0.0
C -4.516 -5.847 2.844 0.0 0.1 -0.1
O -3.208 -5.363 3.118 -0.1 0.0 0.0
H -3.990 -6.861 1.019 0.0 0.0 0.0
H -5.725 -6.525 1.181 0.0 0.0 0.0
H -4.595 -5.220 0.783 0.0 0.0 0.0
H -4.627 -6.756 3.435 0.0 0.0 0.0
H -5.262 -5.122 3.192 0.0 -0.1 0.0
H -3.093 -4.555 2.606 0.1 0.0 -0.1
```
Forces are in eV/Å.

Results
- Multiplicity: 1
- LUMO: 2.313 eV
- Charge: -1
- Orbital gap: 3.59 eV

Löwdin atomic charge list, values in e, 4 entries:
1. C -0.099
2. C -0.242
3. C -0.212
4. C -0.277



No. 4
Entry from the Open Molecules 2025 dataset: a molecular structure, C3H2LiO3V (the ωB97M-V functional and the def2-TZVPD basis).

XYZ file:
```
10
Properties=species:S:1:pos:R:3:forces:R:3
O 3.066 0.102 0.341 0.8 0.7 -0.4
O 1.926 -1.865 -1.365 0.8 -0.6 -1.6
C 1.188 -2.815 -1.981 0.2 0.5 0.4
C 1.369 -1.118 -0.276 -2.9 -2.1 -0.2
O 0.030 -2.999 -1.530 0.1 -0.4 -0.5
C 2.301 -0.917 0.727 -0.8 4.1 -0.2
Li 2.147 -3.748 -3.580 -0.2 0.2 0.4
H 2.035 -0.806 1.791 0.8 -1.2 0.1
H 2.156 0.276 -0.642 1.4 -1.6 1.8
V -0.579 -1.867 0.011 -0.2 0.3 0.2
```
Forces are in eV/Å.

Results
- Multiplicity: 5
- ΔE to the lowest compared entry with this formula, charge and spin: 65.3 kcal/mol
- LUMO (alpha / beta): -1.269 / -1.259 eV
- Charge: 0
- Orbital gap (alpha / beta): 4.07 / 5.49 eV
- <S²>: 6.268

natural (NBO) atomic charge list, values in e, 4 entries:
1. O -0.662
2. O -0.562
3. C 0.227
4. C -0.523



No. 5
Entry from the Open Molecules 2025 dataset: a molecular structure, C45H40BrN8O2S3Tl (the ωB97M-V functional and the def2-TZVPD basis).

XYZ file:
```
100
Properties=species:S:1:pos:R:3:forces:R:3
Tl -0.773 -1.344 0.991 -0.1 0.1 0.0
N -4.130 -0.039 4.250 0.0 0.0 -0.2
C -3.124 -0.662 3.567 -0.1 0.1 0.2
S -3.411 -0.935 1.882 0.1 -0.1 0.1
N -2.093 -0.956 4.334 0.2 -0.1 -0.1
N -1.036 -1.520 3.691 -0.5 0.2 -0.1
C -0.078 -1.968 4.415 0.2 -0.1 0.1
C -0.038 -1.923 5.913 0.0 0.0 -0.2
C 0.096 -3.105 6.636 0.0 -0.1 0.0
C 0.157 -3.089 8.023 0.0 0.0 0.0
C 0.096 -1.883 8.706 0.0 0.0 0.0
C -0.037 -0.698 7.994 0.0 0.0 0.0
C -0.111 -0.720 6.610 0.0 0.0 0.0
C 1.042 -2.617 3.677 0.0 0.1 0.1
C 2.304 -2.774 4.251 0.0 0.0 0.0
C 3.298 -3.414 3.530 0.0 0.0 -0.1
C 3.016 -3.880 2.255 0.0 0.0 0.1
C 1.748 -3.644 1.747 0.1 -0.1 0.0
N 0.787 -3.030 2.430 0.2 -0.3 0.2
H -5.020 0.040 3.794 0.0 0.0 0.0
H -4.099 -0.086 5.255 0.0 0.0 0.0
H 0.146 -4.050 6.106 0.0 0.0 0.0
H 0.252 -4.019 8.569 0.0 0.0 0.0
H 0.149 -1.867 9.787 0.0 0.0 0.0
H -0.093 0.248 8.518 0.0 0.0 0.0
H -0.227 0.204 6.061 0.0 0.0 0.0
H 2.501 -2.391 5.243 0.0 0.0 0.0
H 4.286 -3.538 3.956 0.0 0.0 0.0
H 3.758 -4.399 1.663 0.0 0.0 0.0
H 1.486 -3.957 0.739 0.1 0.0 0.1
C -0.150 1.678 3.376 -0.1 0.0 0.0
O -0.691 1.454 2.081 0.1 0.1 0.1
C -1.758 2.213 1.718 0.1 0.0 0.1
C -2.394 3.126 2.533 -0.1 0.1 0.0
C -3.475 3.848 2.028 0.0 0.0 0.0
Br -4.327 5.110 3.157 0.0 0.0 0.0
C -3.932 3.665 0.747 0.0 0.0 0.0
C -3.292 2.726 -0.067 -0.1 0.1 -0.1
C -2.203 2.022 0.406 0.1 -0.1 -0.2
O -1.485 1.145 -0.356 0.2 0.1 0.1
C -3.761 2.491 -1.443 -0.1 0.1 0.0
N -4.032 3.407 -2.326 0.0 -0.1 -0.1
C -4.396 2.703 -3.472 0.0 0.1 0.0
C -4.777 3.179 -4.725 0.0 0.0 -0.1
C -5.088 2.252 -5.702 0.0 0.0 0.0
C -5.024 0.871 -5.448 0.0 0.0 0.0
C -4.643 0.381 -4.214 0.0 0.0 0.0
C -4.330 1.325 -3.242 -0.1 0.0 0.1
N -3.915 1.212 -1.929 0.1 -0.2 0.0
H 0.223 2.702 3.468 0.0 0.0 0.0
H 0.671 0.975 3.488 0.0 0.0 0.0
H -0.898 1.478 4.145 0.0 0.0 0.0
H -2.080 3.280 3.554 0.0 0.0 0.0
H -4.772 4.221 0.356 0.0 0.0 0.0
H -1.886 1.017 -1.227 -0.1 0.1 0.0
H -4.824 4.244 -4.914 0.0 0.0 0.0
H -5.387 2.592 -6.685 0.0 0.0 0.0
H -5.281 0.176 -6.238 0.0 0.0 0.0
H -4.589 -0.682 -4.018 0.0 0.0 0.0
H -3.902 0.368 -1.377 -0.1 0.0 0.0
S 0.398 -3.438 -1.586 -0.4 0.0 -0.2
C 1.012 -2.174 -2.443 -0.3 0.2 0.0
N 2.321 -2.019 -2.674 0.2 0.2 0.1
C 2.816 -0.855 -3.402 0.1 -0.2 -0.1
C 2.056 0.358 -2.972 -0.2 0.0 0.1
N 0.640 0.129 -3.251 0.1 0.0 0.2
C -0.136 1.311 -3.665 0.0 -0.2 -0.1
C 0.492 2.029 -4.831 0.0 -0.1 0.0
C 0.487 1.428 -6.088 0.0 0.0 0.0
C 1.062 2.068 -7.175 0.0 0.0 0.0
C 1.645 3.320 -7.017 0.0 0.0 0.0
C 1.652 3.925 -5.769 0.0 0.0 0.0
C 1.079 3.279 -4.680 0.0 0.0 0.0
C 0.072 -1.066 -2.995 0.0 -0.1 -0.3
S -1.526 -1.406 -3.282 0.3 0.0 0.2
C 3.324 -2.923 -2.118 0.1 0.0 -0.1
C 4.148 -2.274 -1.026 -0.1 0.1 0.0
C 3.530 -1.506 -0.042 0.0 0.0 0.0
C 4.280 -0.923 0.970 0.0 0.0 -0.1
C 5.658 -1.101 1.009 -0.1 0.0 0.0
C 6.278 -1.875 0.038 0.0 0.0 0.0
C 5.525 -2.458 -0.974 0.0 0.0 0.0
H 2.686 -1.000 -4.478 0.1 0.0 0.0
H 3.877 -0.738 -3.192 0.0 0.0 0.1
H 2.387 1.221 -3.545 0.0 0.0 0.0
H 2.215 0.565 -1.911 0.0 0.0 0.1
H -0.246 1.980 -2.810 0.0 0.1 0.1
H -1.122 0.952 -3.949 -0.1 0.0 0.1
H 0.021 0.454 -6.210 0.0 0.0 0.0
H 1.047 1.596 -8.150 0.0 0.0 0.0
H 2.083 3.826 -7.868 0.0 0.0 0.0
H 2.103 4.901 -5.640 0.0 0.0 0.0
H 1.078 3.754 -3.704 0.0 0.0 0.0
H 3.968 -3.264 -2.931 0.1 0.0 0.0
H 2.796 -3.787 -1.725 0.0 0.0 0.0
H 2.451 -1.386 -0.053 0.0 0.0 0.0
H 3.785 -0.342 1.738 0.0 0.0 0.0
H 6.244 -0.641 1.794 0.0 0.0 0.0
H 7.351 -2.019 0.062 0.0 0.0 0.0
H 6.011 -3.066 -1.729 0.0 0.0 0.0
```
Forces are in eV/Å.

Results
- Multiplicity: 1
- ΔE to the lowest compared entry with this formula, charge and spin: 6.7 kcal/mol
- LUMO: -0.655 eV
- Charge: 0
- Orbital gap: 6.62 eV

Löwdin atomic charge list, values in e, 4 entries:
1. Tl 0.713
2. N 0.059
3. C -0.880
4. S 0.487



What are the energy values for these records? In order: -1997.3970; -308.2998; -1764.3516; -1292.4554; -6268.4592 Eh.